{
  "formula": "C43H54N4O2P2S2Sm",
  "method": "ωB97M-V/def2-TZVPD",
  "species": ["Sm", "N", "C", "S", "N", "N", "C", "C", "C", "C", "C", "C", "C", "C", "C", "C", "C", "C", "N", "H", "H", "H", "H", "H", "H", "H", "H", "H", "H", "H", "C", "P", "C", "C", "C", "P", "C", "C", "H", "H", "H", "H", "H", "H", "H", "H", "H", "H", "H", "H", "H", "H", "H", "H", "O", "S", "C", "C", "C", "C", "C", "C", "C", "C", "C", "C", "C", "C", "H", "H", "H", "H", "H", "H", "H", "H", "H", "H", "C", "C", "C", "C", "C", "C", "C", "C", "C", "C", "C", "C", "O", "H", "H", "H", "H", "H", "H", "H", "H", "H", "H", "H", "H", "H", "H", "H", "H", "H"],
  "xyz": [[-0.1719, 0.3771, -0.3737], [-1.5511, -2.2158, 3.4471], [-1.0252, -1.4464, 2.4303], [-1.6228, -1.8436, 0.8561], [-0.1949, -0.4862, 2.8595], [0.3733, 0.3838, 1.8898], [1.3137, 1.2404, 2.3254], [1.9828, 1.1487, 3.6275], [1.2869, 0.7254, 4.7844], [1.9840, 0.6238, 5.9749], [3.2885, 1.0527, 6.1327], [3.9677, 1.5189, 5.0172], [3.3302, 1.6245, 3.7587], [1.7990, 2.1111, 1.3147], [2.4994, 3.2828, 1.5875], [3.0443, 4.0708, 0.5924], [3.0040, 3.5774, -0.7020], [2.2685, 2.4350, -0.9590], [1.5329, 1.8169, -0.0204], [-2.0506, -3.0681, 3.1629], [-1.1390, -2.1585, 4.3907], [0.2334, 0.4475, 4.7472], [1.4413, 0.2426, 6.8543], [3.7593, 1.0332, 7.1118], [5.0173, 1.6756, 5.0602], [3.9280, 1.8750, 2.8693], [2.5278, 3.6280, 2.6158], [3.4757, 5.0423, 0.8181], [3.5767, 4.0489, -1.4763], [2.2270, 2.0517, -1.9712], [1.0755, -2.9210, -4.2314], [-0.4147, -2.8896, -3.1708], [-0.5894, -4.6913, -2.7378], [-1.6734, -2.9231, -4.4739], [-1.7925, -1.4808, -4.9654], [-1.4160, -0.3973, -3.5096], [-0.5877, 0.9234, -4.5178], [-3.0653, 0.3674, -3.2198], [1.1993, -3.8413, -4.7870], [1.9614, -2.8283, -3.5811], [1.1193, -2.0979, -4.9229], [-1.2194, -5.1712, -3.4702], [-1.1367, -4.7296, -1.8020], [0.3661, -5.1980, -2.6722], [-2.6271, -3.3170, -4.0197], [-1.3538, -3.6036, -5.2630], [-2.8104, -1.2844, -5.3300], [-1.0383, -1.3294, -5.7784], [-1.2465, 1.5861, -5.0558], [0.0408, 0.4254, -5.2670], [0.0973, 1.5305, -3.9408], [-3.3516, 0.8034, -4.1835], [-2.9615, 1.2000, -2.5270], [-3.8323, -0.3358, -2.8365], [1.4877, -1.1844, -0.4618], [1.9609, -2.6609, -0.5600], [3.7229, -2.4802, -0.6662], [4.3525, -1.4253, -1.3164], [5.7684, -1.4370, -1.4147], [6.4889, -2.4954, -0.8593], [5.8361, -3.4796, -0.1307], [4.4511, -3.5407, -0.1276], [1.7510, -3.2423, 1.1319], [2.5257, -2.6959, 2.1613], [2.3181, -3.0472, 3.4708], [1.3886, -4.0225, 3.7957], [0.7020, -4.6840, 2.7564], [0.8663, -4.2893, 1.4415], [3.7742, -0.5890, -1.7528], [6.2527, -0.5952, -1.9688], [7.5605, -2.5412, -0.9979], [6.4165, -4.2398, 0.4348], [3.8845, -4.3717, 0.3743], [3.2361, -1.9019, 1.9955], [2.9389, -2.5667, 4.1934], [1.1288, -4.2729, 4.8323], [0.0596, -5.5054, 2.9677], [0.3475, -4.8652, 0.6658], [-2.7697, 2.1491, 2.7810], [-4.1807, 1.8337, 2.2844], [-4.7124, 0.4465, 2.7400], [-4.3001, 2.0678, 0.8310], [-5.5455, 1.9675, 0.1897], [-5.7287, 2.2410, -1.1677], [-4.7132, 2.9952, -1.7976], [-3.4585, 3.1473, -1.1995], [-2.5242, 4.1247, -1.8215], [-2.6580, 4.3283, -3.3377], [-1.0444, 3.8697, -1.4589], [-3.1369, 2.3331, -0.0246], [-1.9538, 1.7559, 0.1207], [-2.7554, 2.1793, 3.8720], [-2.3982, 3.0726, 2.3363], [-2.0464, 1.3426, 2.4672], [-4.9189, 2.5425, 2.7764], [-3.9715, -0.3506, 2.4956], [-5.6322, 0.2426, 2.1976], [-4.8971, 0.4269, 3.7944], [-6.3926, 1.6440, 0.7875], [-6.6038, 1.9418, -1.7636], [-4.8932, 3.4390, -2.7869], [-2.7765, 5.1016, -1.3498], [-2.8106, 3.4224, -3.8985], [-1.7646, 4.8042, -3.6817], [-3.5162, 4.9313, -3.5850], [-0.5385, 3.0705, -2.0655], [-0.9128, 3.6600, -0.3955], [-0.5141, 4.7910, -1.7679]],
  "lowdin_spin": [5.054, -0.001, -0.001, -0.011, -0.002, -0.011, 0.003, 0.000, 0.001, 0.000, 0.001, 0.000, 0.001, 0.001, 0.000, 0.001, 0.000, 0.001, -0.012, 0.000, 0.000, 0.000, 0.000, 0.000, 0.000, 0.000, 0.000, 0.000, 0.000, 0.000, 0.000, 0.000, 0.000, 0.000, -0.001, -0.003, 0.000, 0.000, 0.000, 0.000, 0.000, 0.000, 0.000, 0.000, 0.000, 0.000, 0.000, 0.000, 0.000, 0.000, 0.000, 0.000, 0.000, 0.000, -0.005, 0.001, 0.000, 0.000, 0.000, 0.000, 0.000, 0.000, 0.000, 0.000, 0.000, 0.000, 0.000, 0.000, 0.000, 0.000, 0.000, 0.000, 0.000, 0.000, 0.000, 0.000, 0.000, 0.000, 0.000, 0.000, 0.000, -0.001, 0.000, -0.001, 0.000, -0.001, 0.000, 0.000, 0.000, 0.000, -0.013, 0.000, 0.000, 0.000, 0.000, 0.000, 0.000, 0.000, 0.000, 0.000, 0.000, 0.000, 0.000, 0.000, 0.000, 0.000, 0.000, 0.000],
  "multiplicity": 6,
  "mol_weight_g_mol": 935.37,
  "homo_lumo_gap_ev": [4.9, 4.9],
  "charge": 1
}



{
  "formula": "C43H55MnN7O3S2SeSi2Te",
  "method": "ωB97M-V/def2-TZVPD",
  "species": ["Mn", "N", "C", "C", "C", "C", "C", "C", "S", "N", "C", "C", "C", "C", "C", "C", "N", "H", "H", "H", "H", "H", "H", "H", "H", "H", "O", "C", "O", "C", "C", "C", "C", "C", "C", "N", "C", "C", "C", "C", "C", "C", "N", "H", "H", "H", "H", "H", "H", "H", "H", "H", "H", "C", "Si", "C", "C", "C", "Te", "C", "Si", "C", "C", "C", "H", "H", "H", "H", "H", "H", "H", "H", "H", "H", "H", "H", "H", "H", "H", "H", "H", "H", "H", "H", "H", "H", "C", "S", "C", "O", "H", "H", "H", "H", "H", "H", "C", "N", "C", "Se", "N", "C", "C", "C", "C", "C", "C", "H", "H", "H", "H", "H", "H", "H", "H"],
  "xyz": [[1.3356, -0.6070, -0.5567], [1.2727, -0.0855, 3.6135], [0.8372, -1.2492, 4.2970], [1.1749, -1.4521, 5.6233], [0.7552, -2.6111, 6.2647], [0.0340, -3.5699, 5.5713], [-0.2751, -3.3732, 4.2316], [0.1082, -2.2009, 3.5985], [-0.4069, -1.8743, 1.9398], [0.8745, -0.8552, 1.4267], [1.4706, -0.0852, 2.2706], [2.4562, 0.8600, 1.6871], [3.3467, 1.6172, 2.4331], [4.2138, 2.4717, 1.7702], [4.1707, 2.5334, 0.3869], [3.2800, 1.7148, -0.2872], [2.4396, 0.8956, 0.3416], [1.7775, 0.5869, 4.1658], [1.7567, -0.7111, 6.1581], [1.0014, -2.7624, 7.3062], [-0.2896, -4.4726, 6.0696], [-0.8365, -4.1206, 3.6857], [3.3995, 1.5398, 3.5096], [4.9205, 3.0679, 2.3305], [4.8283, 3.1869, -0.1686], [3.2270, 1.7080, -1.3692], [5.6180, -3.1015, 5.1460], [5.5854, -1.9554, 4.4486], [5.9267, -0.9166, 4.9361], [5.0545, -2.0206, 3.0451], [3.8828, -2.7087, 2.7447], [3.2994, -2.5641, 1.4974], [3.9182, -1.7679, 0.5403], [5.1306, -1.1399, 0.8095], [5.6847, -1.2513, 2.0734], [3.2107, -1.4756, -0.6582], [3.8073, -1.4029, -1.7873], [3.0101, -0.9301, -2.9176], [3.4334, -1.0123, -4.2338], [2.5496, -0.6170, -5.2306], [1.2903, -0.1746, -4.8666], [0.9504, -0.1073, -3.5217], [1.7987, -0.4518, -2.5552], [5.4439, -3.8638, 4.5783], [3.3822, -3.3012, 3.5020], [2.3485, -3.0297, 1.2773], [5.5966, -0.5009, 0.0704], [6.5859, -0.7105, 2.3286], [4.8525, -1.6704, -1.9278], [4.4163, -1.3937, -4.4724], [2.8381, -0.6741, -6.2711], [0.5587, 0.1191, -5.6064], [-0.0251, 0.2290, -3.2021], [-4.2990, -3.4448, 1.4473], [-5.5136, -2.2911, 0.5919], [-7.2321, -3.0258, 0.5777], [-5.5184, -0.6502, 1.4920], [-4.9173, -2.1003, -1.1877], [-3.1633, -0.8713, -1.3852], [-4.2373, 0.9793, -1.4918], [-4.3317, 1.8565, -3.1624], [-4.3851, 3.6972, -2.8143], [-2.8218, 1.5169, -4.2277], [-5.8721, 1.2862, -4.0548], [-4.5436, -3.5726, 2.5025], [-3.2913, -3.0214, 1.3889], [-4.2885, -4.4352, 0.9870], [-7.5979, -3.2059, 1.5894], [-7.2667, -3.9737, 0.0384], [-7.9332, -2.3441, 0.0915], [-5.8547, -0.7990, 2.5196], [-6.1993, 0.0679, 1.0311], [-4.5221, -0.2035, 1.5207], [-5.6680, -1.6889, -1.8634], [-4.6484, -3.0740, -1.6037], [-3.7811, 1.6243, -0.7397], [-5.2357, 0.7345, -1.1266], [-3.4614, 4.0098, -2.3191], [-5.2161, 3.9568, -2.1563], [-4.4901, 4.2848, -3.7272], [-1.9156, 1.7932, -3.6854], [-2.8722, 2.1156, -5.1395], [-2.7552, 0.4634, -4.5066], [-6.7624, 1.4383, -3.4422], [-5.8117, 0.2223, -4.2975], [-6.0183, 1.8271, -4.9906], [1.4226, -4.5107, -1.1416], [0.1652, -3.4625, -1.8640], [-1.2637, -4.3199, -1.2314], [0.2064, -2.1772, -1.0598], [1.4257, -5.4624, -1.6721], [1.2187, -4.6588, -0.0818], [2.3811, -4.0151, -1.2831], [-1.2470, -5.3424, -1.6079], [-2.1455, -3.8067, -1.6034], [-1.2341, -4.2922, -0.1430], [1.2842, 3.4650, -2.6014], [0.7840, 3.8933, -1.3130], [0.0390, 3.1624, -0.4616], [-0.5949, 1.4278, -0.6435], [-0.2819, 3.9565, 0.5768], [0.2457, 5.2292, 0.3996], [0.1829, 6.3854, 1.1626], [0.8393, 7.4937, 0.6588], [1.5287, 7.4517, -0.5587], [1.5885, 6.2971, -1.3190], [0.9322, 5.1861, -0.8091], [1.0252, 2.4183, -2.7320], [2.3656, 3.5963, -2.6425], [0.8210, 4.0543, -3.3929], [-0.8766, 3.6376, 1.3246], [-0.3561, 6.4258, 2.0986], [0.8146, 8.4191, 1.2166], [2.0204, 8.3455, -0.9155], [2.1127, 6.2719, -2.2640]],
  "lowdin_spin": [0.992, 0.002, 0.000, 0.000, 0.000, 0.000, 0.000, 0.000, 0.000, -0.002, 0.003, -0.001, 0.000, 0.000, 0.001, 0.001, -0.004, 0.000, 0.000, 0.000, 0.000, 0.000, 0.000, 0.000, 0.000, 0.000, 0.000, 0.000, 0.000, 0.000, 0.000, 0.000, 0.001, 0.000, 0.000, -0.007, -0.001, 0.000, 0.000, 0.000, 0.000, -0.002, -0.004, 0.000, 0.000, 0.000, 0.000, 0.000, -0.001, 0.000, 0.000, 0.000, 0.000, 0.000, 0.000, 0.000, 0.000, 0.000, 0.000, 0.000, 0.000, 0.000, 0.000, 0.000, 0.000, 0.000, 0.000, 0.000, 0.000, 0.000, 0.000, 0.000, 0.000, 0.000, 0.000, 0.000, 0.000, 0.000, 0.000, 0.000, 0.000, 0.000, 0.000, 0.000, 0.000, 0.000, 0.002, 0.002, 0.000, 0.017, 0.000, 0.000, 0.000, 0.000, 0.000, 0.000, 0.000, 0.000, -0.001, 0.002, -0.001, 0.000, 0.000, 0.000, 0.000, 0.000, 0.000, 0.000, 0.000, 0.000, 0.000, 0.000, 0.000, 0.000, 0.000],
  "multiplicity": 2,
  "mol_weight_g_mol": 1099.76,
  "homo_lumo_gap_ev": [5.3, 5.3],
  "charge": 2
}